(1)
Molecular formula: C30H46BBeBrCaClCsF2N2O19Sb
Method: DFT, ωB97M-V with the def2-TZVPD basis set

The orbital gap comes out at 1.084 eV. The energy above the lowest of the compared OMol25 structures with the same formula, charge and spin comes out at 184.9 kJ/mol. For the molar mass, the calculation gives 1206.61 g/mol. The strongest force on any atom comes out at 4.417 eV/A. For the HOMO energy, the calculation gives -0.28563 Ha.

```
! wB97M-V def2-TZVPD RIJCOSX def2/J DEFGRID3
* xyz 1 1
O -2.586 -2.452 4.250
C -3.213 -1.787 3.432
O -4.084 -0.870 3.858
Sb -3.361 1.105 3.675
C -5.478 1.818 3.617
C -6.320 1.077 2.546
C -6.416 1.958 1.271
Br -6.375 0.875 -0.348
C -2.703 3.203 3.316
B -2.266 3.218 1.807
O -3.194 3.480 0.766
O -0.964 2.937 1.432
C -2.924 -2.118 1.975
C -3.530 -1.582 0.872
C -3.172 -1.912 -0.491
C -2.174 -2.840 -0.673
C -1.586 -3.432 0.445
C -1.906 -3.113 1.729
H -3.409 1.367 5.448
H -1.731 0.538 3.788
H -3.440 0.911 1.946
H -5.503 2.900 3.402
H -5.933 1.596 4.626
H -7.328 0.968 2.973
H -5.950 0.068 2.336
H -7.375 2.484 1.275
H -5.610 2.699 1.309
H -3.536 3.916 3.461
H -1.814 3.454 3.913
H -3.449 2.618 0.410
H -1.000 2.110 0.921
H -4.304 -0.829 1.035
H -3.682 -1.409 -1.363
H -1.856 -3.104 -1.682
H -0.822 -4.187 0.264
H -1.403 -3.618 2.545
C -1.004 -2.194 -6.135
C -2.385 -2.781 -6.025
O -2.197 -3.853 -5.103
C -1.166 -3.484 -4.300
O -0.920 -4.012 -3.252
O -0.479 -2.456 -4.807
F -2.818 -3.279 -7.190
H -0.391 -2.697 -6.891
H -1.011 -1.129 -6.352
H -3.140 -2.098 -5.625
Cs -5.511 -1.050 -2.120
O -2.109 -1.900 -9.927
Cl -0.796 -2.500 -10.009
O 0.128 -1.575 -10.608
O -0.856 -3.711 -10.779
O -0.345 -2.813 -8.655
O 0.433 0.402 -1.231
C 1.442 1.063 -1.097
O 2.600 0.558 -1.488
C 3.838 1.301 -1.548
C 4.515 1.333 -0.197
C 1.422 2.411 -0.429
H 3.679 2.298 -1.965
H 4.472 0.770 -2.256
H 3.900 1.841 0.549
H 5.473 1.845 -0.259
H 4.688 0.322 0.170
H 1.440 2.272 0.650
H 0.503 2.921 -0.712
H 2.244 3.061 -0.723
Ca -4.946 2.908 6.209
C 2.791 7.073 -0.633
C 3.340 5.895 -1.228
C 2.990 5.724 -2.694
O 3.418 4.826 -3.382
C 2.078 6.694 -3.293
C 1.520 7.865 -2.690
C 1.956 8.094 -1.256
O 1.642 9.067 -0.609
O 0.764 8.651 -3.216
O 4.034 5.056 -0.695
H 3.004 7.274 0.412
H 1.820 6.466 -4.323
C 4.962 -2.736 -1.250
C 6.324 -2.123 -1.476
O 6.760 -1.244 -0.755
N 7.062 -2.584 -2.523
C 6.716 -3.614 -3.484
H 4.505 -2.264 -0.384
H 4.321 -2.569 -2.117
H 5.056 -3.806 -1.055
H 7.958 -2.129 -2.611
H 7.460 -4.412 -3.433
H 6.732 -3.185 -4.487
H 5.733 -4.030 -3.290
Be -0.731 -0.892 1.682
F 6.531 -0.310 1.426
C 2.208 -4.011 7.542
C 1.778 -2.773 6.837
O 2.402 -1.770 6.724
N 0.452 -2.730 6.123
C -0.740 -3.258 6.856
H 3.209 -3.860 7.935
H 1.533 -4.234 8.370
H 2.222 -4.851 6.843
H 0.583 -3.256 5.251
H 0.361 -1.745 5.855
H -0.579 -4.303 7.101
H -1.597 -3.159 6.191
H -0.887 -2.661 7.752
*
```

***

(2)
Molecular formula: C18H22GeIMoN3O5
Method: DFT, ωB97M-V with the def2-TZVPD basis set

The orbital gap (spin up / spin down) comes out at 7.037 / 7.035 eV. The energy above the lowest of the compared OMol25 structures with the same formula, charge and spin comes out at 0.0 kJ/mol. For the molar mass, the calculation gives 655.84 g/mol. The strongest force on any atom comes out at 0.597 eV/A. For the HOMO energy (spin up / spin down), the calculation gives -0.51951 / -0.52014 Ha.

```
! wB97M-V def2-TZVPD RIJCOSX def2/J DEFGRID3
* xyz 2 1
Mo 0.091 -0.316 0.164
C 3.289 2.648 1.407
C 2.077 3.301 0.824
N 2.106 4.594 0.569
C 1.035 5.202 0.043
C -0.152 4.568 -0.262
C -1.306 5.338 -0.862
O -2.526 5.124 -0.163
C -0.204 3.181 -0.019
C -1.414 2.423 -0.208
N -1.510 1.132 -0.164
C -2.857 0.632 -0.191
C -3.765 1.002 -1.172
C -5.068 0.524 -1.119
C -5.471 -0.316 -0.092
C -4.569 -0.702 0.892
C -3.273 -0.229 0.819
I -1.809 -0.799 2.210
C 0.919 2.562 0.518
O 0.914 1.239 0.751
H 3.943 3.414 1.813
H 3.837 2.105 0.634
H 3.025 1.939 2.192
H 1.140 6.266 -0.134
H -1.474 5.016 -1.891
H -1.048 6.396 -0.900
H -2.617 5.778 0.538
H -2.328 3.001 -0.322
H -3.450 1.656 -1.975
H -5.770 0.814 -1.888
H -6.489 -0.679 -0.054
H -4.879 -1.358 1.694
O 3.005 -1.941 -0.139
N 2.025 -1.256 -0.125
O -0.337 -2.301 -0.449
O 1.661 -0.623 -1.179
C 3.549 -4.454 1.705
Ge 2.744 -4.941 0.042
C 1.224 -6.103 0.100
C 3.585 -4.615 -1.641
C -1.118 -1.475 -0.928
H 4.003 -5.365 2.110
H 2.792 -4.125 2.417
H 4.311 -3.691 1.576
H 1.632 -7.121 0.112
H 0.600 -6.005 -0.785
H 0.640 -5.964 1.007
H 4.109 -5.540 -1.908
H 4.301 -3.801 -1.580
H 2.845 -4.420 -2.416
H -1.967 -1.713 -1.572
*
```

***

(3)
Molecular formula: CHBrF2OS
Method: DFT, ωB97M-V with the def2-TZVPD basis set

The orbital gap comes out at 9.565 eV. The energy above the lowest of the compared OMol25 structures with the same formula, charge and spin comes out at 207.4 kJ/mol. For the molar mass, the calculation gives 178.99 g/mol. The strongest force on any atom comes out at 4.593 eV/A. For the HOMO energy, the calculation gives -0.37380 Ha.

```
! wB97M-V def2-TZVPD RIJCOSX def2/J DEFGRID3
* xyz 0 1
C -0.520 0.618 -0.068
O 1.693 -0.493 1.094
F -0.275 1.943 -0.237
F -1.418 0.284 -0.983
S 1.273 -0.418 -0.306
Br 0.211 -2.318 -0.777
H -0.964 0.384 1.276
*
```